Entry 1:
Density functional theory data (ωB97M-V with the def2-TZVPD basis set) for 2 unconnected molecules or ions with the total composition C3H7N4OS.

```
! wB97M-V def2-TZVPD RIJCOSX def2/J DEFGRID3
* xyz 1 3
C 1.81814 -1.66392 -1.88767
C 1.10981 0.43557 0.77049
C -1.35508 0.26282 0.53166
N 2.97668 -1.85912 -1.98211
N -2.33211 -0.69033 0.39901
N -1.64660 1.51082 0.30074
N -0.10057 -0.11926 0.67966
O 0.69281 -1.36707 -1.73381
S 1.16883 2.11732 1.08399
H 2.57188 2.20927 1.03406
H 3.62578 -1.84598 -1.21026
H -3.28450 -0.42968 0.48169
H -2.00724 -1.59916 0.49215
H -2.54519 1.93878 0.38656
H -0.80666 2.20466 0.22484
H 0.11401 -1.10472 0.42901
*
```

Calculated values
Frontier orbital gap (alpha / beta)   0.2973 / 0.3089 Eh
Total energy   -22057.3271 eV

Taken from the Löwdin analysis, the atomic charges in e are: C -0.39; C -0.37; C -0.44; N 0.21; N 0.22; N 0.19; N -0.02; O 0.12; S 0.83; H -0.04; H 0.11; H 0.12; H 0.10; H 0.13; H 0.08; H 0.16

Entry 2:
Density functional theory data (ωB97M-V with the def2-TZVPD basis set) for 2 unconnected molecules or ions with the total composition C2H3OP.

```
! wB97M-V def2-TZVPD RIJCOSX def2/J DEFGRID3
* xyz 0 1
C -1.11965 -0.01842 -0.67208
C -1.12738 -0.39211 0.59232
O 2.47780 -0.09838 -0.24009
P -0.04174 1.01606 0.24813
H -1.62642 -0.09319 -1.56860
H -1.54700 -0.93641 1.32487
H 2.98438 0.52247 0.31544
*
```

Calculated values
Energy relative to the best compared isomer or geometry (same formula, charge and spin)   380.90 kJ/mol
Frontier orbital gap (alpha / beta)   0.2560 / 0.3226 Eh
Total energy   -13453.8110 eV

Taken from the Löwdin analysis, the atomic charges in e are: C -0.34; C -0.27; O -0.39; P 1.02; H 0.04; H 0.02; H -0.09

Entry 3:
Density functional theory data (ωB97M-V with the def2-TZVPD basis set) for a molecular structure, C5H8O2.

```
! wB97M-V def2-TZVPD RIJCOSX def2/J DEFGRID3
* xyz 0 1
C 2.55587 -0.85796 -0.09284
C 1.45687 -0.03230 -0.11788
C -0.41292 -0.81311 -0.04181
C 1.33712 1.44049 -0.08705
C -1.70200 -0.12114 -0.04707
O 3.69801 -0.39370 -0.16906
O -0.34403 -2.11611 -0.06259
H 2.38401 -1.94626 -0.03109
H 1.26386 1.83045 0.93471
H 0.47438 1.79306 -0.65287
H 2.23912 1.85562 -0.54156
H -2.22087 -0.34722 0.89112
H -2.32227 -0.50433 -0.86586
H -1.60108 0.95453 -0.13801
H -1.20950 -2.56302 -0.09360
*
```

Calculated values
Energy relative to the best compared isomer or geometry (same formula, charge and spin)   493.30 kJ/mol
Frontier orbital gap (alpha / beta)   0.2337 / 0.2706 Eh
Total energy   -9404.7195 eV

Taken from the Löwdin analysis, the atomic charges in e are: C -0.39; C -0.08; C -0.14; C -0.13; C -0.04; O -0.04; O 0.08; H 0.11; H 0.08; H 0.06; H 0.08; H 0.10; H 0.10; H 0.08; H 0.13

Entry 4:
Density functional theory data (ωB97M-V with the def2-TZVPD basis set) for 2 unconnected molecules or ions with the total composition C10H15N3S.

```
! wB97M-V def2-TZVPD RIJCOSX def2/J DEFGRID3
* xyz 0 1
C -2.07438 0.91418 -2.09928
C -1.80181 -2.53857 1.31789
C -1.33664 -3.01862 0.04673
C -1.28184 -1.31564 1.32652
C 0.63311 2.42436 0.03682
C -1.70885 1.87093 0.86759
C 2.40584 -2.18827 -1.01786
C 0.65106 0.06358 -1.41542
C -0.19988 1.32313 0.63799
C -0.22137 0.16513 -0.30338
N -2.38712 0.57695 -3.14635
N -0.64852 -2.11017 -0.62402
N -0.67256 -1.02652 0.17077
S 2.28811 -0.42046 -0.62800
H -2.47758 -3.07043 2.06698
H -1.25415 -4.10264 -0.23734
H -1.35504 -0.45322 2.16736
H 0.66705 3.26332 0.70372
H 1.72134 2.09417 -0.07589
H 0.39281 2.71119 -0.93045
H -2.30182 1.00282 1.03813
H -1.91909 2.24909 -0.13277
H -1.69139 2.60007 1.63674
H 1.30762 -2.44351 -0.84084
H 3.21542 -2.55741 -0.48643
H 2.56916 -2.07866 -2.06204
H 0.54723 -0.78111 -2.22866
H 0.86422 0.95103 -1.92209
H 0.08693 0.93219 1.55994
*
```

Calculated values
Energy relative to the best compared isomer or geometry (same formula, charge and spin)   566.96 kJ/mol
Frontier orbital gap (alpha / beta)   0.2671 / 0.2670 Eh
Total energy   -25913.2727 eV

Taken from the Löwdin analysis, the atomic charges in e are: C -0.28; C -0.03; C -0.09; C -0.09; C -0.07; C -0.03; C -0.35; C -0.40; C -0.33; C -0.26; N -0.11; N 0.08; N -0.10; S 0.86; H 0.14; H 0.14; H 0.18; H 0.09; H 0.08; H 0.06; H 0.04; H 0.03; H 0.07; H 0.03; H 0.01; H 0.02; H 0.14; H 0.05; H 0.11